Run w
C5H13NO2 | ωB97M-V/def2-TZVPD

Each atom is followed by the atoms it is bonded to, with distances in Å.
Positions of all 21 atoms, in Å:
1 C -0.538 2.056 -0.402  C2 1.520, C7 1.536, H18 1.096, H21 1.093
2 C 0.406 0.864 -0.393  C1 1.520, H4 1.095, N12 1.466, H17 1.089
3 H 2.212 -2.327 0.498  C5 1.093
4 H 0.800 0.692 -1.400  C2 1.095
5 C 1.647 -1.808 -0.280  H3 1.093, H11 1.085, H16 1.047, C19 1.503
6 H -0.480 -2.303 2.673  O20 0.971
7 C -0.983 2.504 -1.801  C1 1.536, H8 1.088, H10 1.091, H13 1.088
8 H -1.785 3.236 -1.735  C7 1.088
9 H -0.841 -3.151 3.888  O20 0.964
10 H -0.109 2.979 -2.249  C7 1.091
11 H 2.212 -0.899 -0.457  C5 1.085
12 N -0.279 -0.333 0.103  C2 1.466, H15 1.006, C19 1.358
13 H -1.288 1.679 -2.442  C7 1.088
14 O -0.478 -2.506 0.551  C19 1.227
15 H -1.281 -0.238 0.109  N12 1.006
16 H 1.561 -2.476 -1.081  C5 1.047
17 H 1.276 1.044 0.238  C2 1.089
18 H -1.384 1.832 0.258  C1 1.096
19 C 0.257 -1.573 0.241  C5 1.503, N12 1.358, O14 1.227
20 O -0.761 -2.235 3.600  H6 0.971, H9 0.964
21 H -0.164 2.962 0.081  C1 1.093

The value obtained for the HOMO-LUMO gap is 10.54 eV. Its SMILES is CCCNC(C)=O.O. The LUMO energy comes out at 0.80 eV.


Run x
C5H13NO2 | ωB97M-V/def2-TZVPD

Each atom is followed by the atoms it is bonded to, with distances in Å.
Positions of all 21 atoms, in Å:
1 H -0.114 1.853 1.201  C20 1.106
2 H 2.363 1.914 -2.236  C18 1.093
3 H 0.230 0.292 2.110  C20 1.087
4 C 1.287 0.296 -1.270  N9 1.422, H10 1.163, H16 1.150, C18 1.496
5 O -1.398 -0.623 0.882  C12 1.245
6 H 1.655 2.341 -0.716  C18 1.043
7 H 1.590 1.187 1.528  C20 1.134
8 H -4.009 -0.043 2.717  O13 0.927
9 N 0.422 0.218 -0.145  C4 1.422, C12 1.375, C20 1.605
10 H 0.816 0.076 -2.310  C4 1.163
11 H 3.071 1.267 -0.740  C18 1.131
12 C -0.580 -0.720 -0.053  O5 1.245, N9 1.375, C14 1.480
13 O -3.746 -0.867 3.050  H8 0.927, H17 1.068
14 C -0.749 -1.743 -1.108  C12 1.480, H15 1.111, H19 1.120, H21 1.147
15 H -0.722 -1.303 -2.128  C14 1.111
16 H 1.998 -0.603 -1.169  C4 1.150
17 H -2.930 -1.162 2.428  O13 1.068
18 C 2.098 1.554 -1.238  H2 1.093, C4 1.496, H6 1.043, H11 1.131
19 H -0.053 -2.610 -1.236  C14 1.120
20 C 0.509 0.942 1.285  H1 1.106, H3 1.087, H7 1.134, N9 1.605
21 H -1.738 -2.266 -0.853  C14 1.147

The value obtained for the HOMO-LUMO gap is 9.89 eV. Its SMILES is CCN(C)C(C)=O.O. The LUMO energy comes out at 0.64 eV.


Computed relative energies in units of kJ/mol: run w 0.0; run x 141.7